[1]
12 unconnected molecules or ions with the total composition C37H103N5O16 at a distorted geometry. Source: the Open Molecules 2025 dataset; level of theory: ωB97M-V with the def2-TZVPD basis set.

```
161
Properties=species:S:1:pos:R:3
C 12.306 12.225 20.354
O 12.593 12.970 21.520
C 13.707 12.613 22.215
C 14.217 13.693 23.135
C 14.624 14.961 22.492
N 15.184 13.140 23.989
H 11.867 11.178 20.527
H 13.231 12.040 19.752
H 11.639 12.783 19.791
H 13.796 11.612 22.661
H 14.579 12.541 21.530
H 13.322 13.903 23.782
H 13.925 15.135 21.681
H 15.613 14.889 22.064
H 14.747 15.797 23.193
H 15.723 13.787 24.570
H 15.945 12.664 23.450
C 9.391 8.484 16.119
O 9.741 9.710 16.695
C 8.965 10.846 16.260
C 9.686 12.047 16.796
C 8.857 13.335 16.635
N 11.006 12.152 16.246
H 9.294 8.573 15.015
H 8.364 8.177 16.419
H 10.115 7.670 16.345
H 8.921 10.987 15.179
H 7.933 10.646 16.501
H 9.868 11.790 17.819
H 9.364 14.165 17.173
H 7.939 13.222 17.122
H 8.793 13.635 15.609
H 11.748 11.495 16.597
H 11.023 12.116 15.224
C 14.153 12.859 14.128
O 13.922 12.464 12.786
C 12.720 11.748 12.698
C 12.905 10.209 12.883
C 13.662 9.584 11.743
N 11.591 9.646 12.944
H 15.263 13.032 14.213
H 14.110 11.973 14.769
H 13.567 13.740 14.453
H 11.883 12.029 13.426
H 12.315 11.949 11.663
H 13.362 10.061 13.921
H 14.150 8.598 11.868
H 14.486 10.223 11.380
H 13.021 9.537 10.834
H 11.265 9.148 13.772
H 10.933 10.292 12.612
C 19.230 8.665 19.766
O 18.553 9.714 20.455
C 19.218 10.987 20.491
C 18.308 12.041 21.078
C 19.057 13.393 21.257
N 17.688 11.605 22.321
H 19.580 8.955 18.745
H 18.417 7.998 19.539
H 20.074 8.236 20.375
H 20.187 10.894 21.079
H 19.458 11.203 19.466
H 17.477 12.286 20.385
H 18.332 14.201 21.586
H 19.549 13.710 20.317
H 19.933 13.293 21.934
H 17.425 10.650 22.149
H 18.360 11.649 23.071
C 17.764 14.334 12.823
O 17.727 14.856 14.078
C 17.808 16.253 14.159
C 17.014 16.671 15.421
C 17.117 18.128 15.563
N 17.458 15.970 16.690
H 16.968 14.800 12.143
H 17.562 13.290 12.883
H 18.721 14.417 12.329
H 18.874 16.565 14.080
H 17.365 16.670 13.266
H 16.061 16.216 15.234
H 18.142 18.426 15.715
H 16.428 18.575 16.307
H 16.798 18.510 14.604
H 18.219 15.293 16.537
H 17.899 16.643 17.321
C 17.445 16.986 20.720
C 17.444 18.194 19.759
C 17.623 19.522 20.542
O 18.424 18.036 18.720
H 17.360 16.182 20.055
H 16.661 16.920 21.536
H 18.462 16.913 21.151
H 16.416 18.172 19.276
H 18.615 19.469 20.962
H 16.952 19.572 21.365
H 17.480 20.388 19.903
H 19.263 17.915 19.201
C 12.502 19.815 22.203
C 11.377 20.129 21.236
C 11.945 20.400 19.796
O 10.357 19.065 21.210
H 13.193 20.653 22.394
H 13.022 18.907 21.878
H 12.022 19.583 23.123
H 10.810 20.992 21.494
H 12.659 21.220 19.917
H 11.234 20.706 18.984
H 12.477 19.520 19.468
H 10.238 18.863 20.293
C 14.510 14.673 19.017
C 14.280 14.502 17.536
C 13.693 15.736 16.880
O 15.400 14.013 16.891
H 15.329 15.363 19.262
H 14.868 13.668 19.367
H 13.680 15.026 19.611
H 13.594 13.649 17.411
H 13.384 15.652 15.825
H 14.318 16.703 16.998
H 12.791 15.952 17.451
H 16.113 14.719 16.964
O 13.890 6.881 15.489
C 14.157 7.402 16.789
C 13.338 8.669 17.088
O 13.697 9.720 16.159
H 13.907 7.690 14.909
H 13.779 6.700 17.526
H 15.246 7.574 16.969
H 13.533 9.049 18.054
H 12.268 8.456 16.963
H 14.350 10.262 16.573
O 8.872 17.223 23.428
C 9.614 16.035 23.461
C 11.059 16.294 22.956
O 11.034 16.494 21.561
H 9.367 17.883 22.898
H 9.709 15.659 24.507
H 9.147 15.308 22.798
H 11.776 15.470 23.055
H 11.503 17.198 23.469
H 10.664 17.369 21.491
O 10.676 17.721 18.752
C 9.566 17.302 17.983
C 8.749 16.314 18.825
O 9.585 15.486 19.543
H 11.160 16.931 19.089
H 8.988 18.157 17.614
H 9.813 16.768 17.012
H 8.126 15.694 18.097
H 8.046 16.869 19.443
H 9.789 15.763 20.447
O 16.556 10.528 14.750
C 17.210 11.364 15.611
C 16.838 11.132 17.025
O 15.494 11.311 17.293
H 15.633 10.639 14.893
H 18.299 11.225 15.455
H 16.973 12.459 15.411
H 17.458 11.751 17.750
H 17.032 10.121 17.353
H 15.347 12.243 17.070
```

Properties
SMILES ... COC[C@H](C)N.COC[C@H](C)N.COC[C@H](C)N.COC[C@H](C)N.COC[C@H](C)N.CC(C)O.CC(C)O.CC(C)O.OCCO.OCCO.OCCO.OCCO
HOMO level ... -8.542 eV
Molar mass ... 874.2 g mol⁻¹
Energy above the lowest of the compared OMol25 structures with the same formula, charge and spin ... 13.6 kJ/mol
LUMO energy ... 0.28 eV

=====

[2]
A molecular structure, C37H105AlF3O19 at a distorted geometry. Source: the Open Molecules 2025 dataset; level of theory: ωB97M-V with the def2-TZVPD basis set.

```
165
Properties=species:S:1:pos:R:3
Al 1.543 1.617 3.506
C 4.408 -1.166 1.757
O 4.570 -2.216 2.750
O 3.814 -0.085 2.427
C 5.803 -0.891 1.066
F 6.753 -0.447 1.958
F 6.428 -1.952 0.477
F 5.755 0.041 0.095
C 4.406 -3.596 2.324
C 4.516 -4.560 3.494
H 4.136 -4.184 4.443
H 4.126 -5.560 3.306
H 5.583 -4.734 3.636
H 5.103 -3.876 1.535
H 3.418 -3.835 1.929
H 3.809 -1.507 0.913
C 0.294 0.266 -0.289
O 0.027 0.463 1.099
H 1.356 0.192 -0.523
H -0.117 -0.704 -0.569
H -0.178 1.014 -0.926
C 2.944 -2.716 -1.794
C 2.105 -3.021 -3.024
O 2.354 -4.408 -3.232
H 4.023 -2.856 -1.856
H 2.668 -3.327 -0.934
H 2.866 -1.674 -1.486
H 2.428 -2.354 -3.823
H 1.058 -2.839 -2.783
H 1.888 -4.669 -4.030
C -3.812 -0.596 2.117
C -4.665 0.439 2.832
O -3.900 1.635 2.924
H -3.429 -0.269 1.150
H -4.398 -1.510 2.015
H -2.887 -0.743 2.674
H -4.990 0.087 3.811
H -5.612 0.682 2.351
H -3.704 1.947 2.038
C -0.204 -3.886 0.034
C 0.486 -3.322 1.273
O -0.372 -2.438 1.955
H -0.760 -3.123 -0.510
H -0.966 -4.579 0.391
H 0.429 -4.400 -0.689
H 1.402 -2.805 0.986
H 0.762 -4.086 2.000
H -0.372 -1.625 1.444
C -3.448 3.695 -0.554
C -2.911 2.332 -0.592
O -2.213 2.280 0.680
H -4.061 3.908 0.322
H -4.078 3.825 -1.434
H -2.646 4.431 -0.613
H -2.242 2.313 -1.453
H -3.649 1.536 -0.691
H -1.632 1.517 0.700
C -2.211 4.914 3.186
C -0.800 4.937 2.581
O -0.337 3.654 2.239
H -2.326 4.204 4.004
H -2.929 4.556 2.448
H -2.454 5.897 3.588
H -0.102 5.366 3.300
H -0.746 5.604 1.720
H -1.029 3.290 1.682
C 4.116 2.460 -0.760
C 3.981 3.050 0.681
O 2.634 3.149 1.030
H 5.150 2.422 -1.103
H 3.556 3.061 -1.476
H 3.688 1.458 -0.761
H 4.411 4.051 0.646
H 4.556 2.511 1.435
H 2.255 3.809 0.445
C 0.624 -0.063 -4.398
C -0.683 0.717 -4.565
O -0.580 1.457 -5.754
H 0.657 -0.391 -3.359
H 1.481 0.595 -4.545
H 0.750 -0.933 -5.042
H -0.885 1.387 -3.729
H -1.516 0.016 -4.611
H 0.190 2.024 -5.667
C 1.288 -3.027 5.302
C 0.293 -1.877 5.439
O 0.299 -1.070 4.270
H 1.191 -3.787 6.078
H 2.277 -2.581 5.205
H 1.168 -3.480 4.318
H 0.402 -1.312 6.365
H -0.711 -2.276 5.586
H -0.051 -1.619 3.564
C 2.848 3.817 -4.146
C 2.013 4.640 -5.167
O 1.176 3.711 -5.811
H 3.452 3.060 -4.646
H 2.199 3.310 -3.432
H 3.516 4.385 -3.499
H 2.610 5.232 -5.861
H 1.366 5.263 -4.549
H 0.523 4.245 -6.269
C -2.634 -0.137 5.711
C -1.769 1.099 5.586
O -1.428 1.385 4.224
H -2.739 -0.531 6.722
H -2.347 -0.956 5.052
H -3.616 0.193 5.373
H -0.833 0.907 6.111
H -2.239 1.973 6.035
H -2.264 1.517 3.772
C -0.309 6.123 -1.338
C 0.610 4.918 -1.452
O 1.818 5.165 -0.746
H 0.204 6.994 -1.744
H -0.549 6.335 -0.296
H -1.294 6.159 -1.802
H 0.672 4.585 -2.488
H 0.198 4.020 -0.993
H 2.377 5.839 -1.138
C -4.124 -3.989 1.118
C -4.146 -5.225 0.302
O -4.930 -6.200 0.969
H -3.385 -4.016 1.919
H -5.102 -3.800 1.560
H -3.819 -3.140 0.505
H -3.131 -5.560 0.088
H -4.631 -5.003 -0.648
H -4.890 -7.009 0.454
C -2.425 -6.583 4.171
C -1.565 -5.618 3.304
O -1.658 -4.342 3.833
H -2.302 -6.552 5.253
H -2.112 -7.595 3.917
H -3.498 -6.551 3.983
H -1.901 -5.722 2.272
H -0.531 -5.954 3.376
H -1.369 -3.708 3.172
C 4.687 0.121 -3.309
C 4.967 -0.788 -4.501
O 3.902 -0.431 -5.377
H 4.578 1.156 -3.635
H 5.476 0.100 -2.558
H 3.740 -0.036 -2.792
H 4.897 -1.840 -4.227
H 5.925 -0.584 -4.979
H 3.877 -1.193 -5.960
C -2.831 -1.401 -2.090
C -2.277 -2.557 -2.959
O -3.157 -3.655 -2.698
H -3.653 -0.879 -2.578
H -2.027 -0.668 -2.013
H -3.177 -1.728 -1.109
H -1.299 -2.886 -2.607
H -2.197 -2.264 -4.006
H -4.035 -3.330 -2.911
C -2.325 3.808 -3.845
C -3.508 4.620 -4.490
O -3.138 5.905 -4.759
H -2.047 4.190 -2.862
H -1.416 3.846 -4.446
H -2.614 2.781 -3.621
H -4.367 4.647 -3.819
H -3.816 4.102 -5.398
H -3.829 6.442 -5.154
```

Properties
HOMO level ... -11.753 eV
Molar mass ... 938.2 g mol⁻¹
Total charge ... +1
LUMO energy ... -8.63 eV